Entry 1:
{
  "formula": "C34H73N3O3",
  "method": "ωB97M-V/def2-TZVPD",
  "elements": ["C", "C", "C", "C", "N", "C", "C", "C", "C", "C", "C", "C", "H", "H", "H", "H", "H", "H", "H", "H", "H", "H", "H", "H", "H", "H", "H", "H", "H", "H", "H", "H", "H", "H", "H", "H", "C", "C", "C", "C", "N", "C", "C", "C", "C", "C", "C", "C", "H", "H", "H", "H", "H", "H", "H", "H", "H", "H", "H", "H", "H", "H", "H", "H", "H", "H", "H", "H", "H", "H", "H", "H", "C", "C", "C", "C", "N", "C", "C", "C", "C", "C", "C", "C", "H", "H", "H", "H", "H", "H", "H", "H", "H", "H", "H", "H", "H", "H", "H", "H", "H", "H", "H", "H", "H", "H", "H", "H", "O", "C", "O", "O", "H"],
  "positions_angstrom": [[-4.33817, 3.31205, 2.98869], [-3.55090, 2.06071, 2.48092], [-4.54514, 1.05089, 1.96780], [-3.77811, -0.00457, 1.12937], [-4.50616, -1.22344, 0.77863], [-5.84745, -0.84868, 0.25312], [-6.37554, -1.99639, -0.49229], [-5.06698, -2.85616, -0.86668], [-3.93812, -2.00596, -0.41539], [-4.76305, -2.10914, 1.98918], [-3.49724, -2.46636, 2.75561], [-3.97255, -3.22426, 3.97417], [-3.63644, 4.04234, 3.39392], [-4.95296, 3.08029, 3.88128], [-4.97481, 3.81115, 2.22278], [-2.93263, 1.65576, 3.23255], [-2.94405, 2.40060, 1.67777], [-5.37339, 1.49882, 1.46167], [-4.87575, 0.56174, 2.89504], [-2.88069, -0.29371, 1.61283], [-3.50585, 0.53843, 0.21601], [-6.51801, -0.47309, 1.05737], [-5.53329, -0.03257, -0.38408], [-7.08383, -2.65491, 0.00770], [-6.82444, -1.63416, -1.42247], [-5.09961, -3.76734, -0.30486], [-5.12285, -3.12845, -1.93248], [-3.04202, -2.51088, -0.05040], [-3.68257, -1.27944, -1.16700], [-5.30728, -2.98908, 1.60750], [-5.53781, -1.52254, 2.54845], [-3.00022, -1.55097, 3.01532], [-2.89043, -3.09252, 2.08641], [-3.04046, -3.49181, 4.56238], [-4.25303, -4.21842, 3.52155], [-4.67858, -2.72363, 4.59178], [6.42992, -6.20519, -1.47281], [6.82930, -5.10953, -0.45984], [5.96000, -3.86567, -0.47958], [4.42743, -4.17960, -0.10168], [3.51568, -2.98669, -0.42999], [2.09556, -3.24544, 0.14251], [1.38648, -3.93764, -1.03367], [2.33940, -4.13803, -2.13674], [3.36627, -2.99930, -1.91031], [4.10899, -1.67176, 0.05223], [4.22110, -1.62076, 1.59081], [4.44654, -0.29482, 2.22978], [5.52486, -6.77528, -1.24226], [7.21146, -7.01840, -1.48857], [6.50649, -5.73775, -2.47350], [7.88422, -4.85997, -0.65645], [6.73182, -5.59814, 0.53058], [5.98330, -3.49521, -1.52905], [6.46408, -3.17127, 0.17251], [4.42345, -4.44081, 0.99724], [4.04496, -5.04263, -0.64645], [1.75617, -2.19516, 0.29694], [2.06478, -3.79647, 1.10831], [0.62701, -3.21007, -1.31738], [0.85946, -4.83601, -0.73530], [1.91687, -4.15718, -3.12662], [2.72837, -5.13838, -2.02124], [2.86150, -2.07297, -2.17946], [4.34744, -3.14007, -2.34217], [3.43352, -0.84768, -0.28913], [5.11305, -1.57632, -0.30785], [5.08799, -2.22935, 1.85993], [3.39098, -2.12432, 2.00201], [3.57162, 0.32175, 2.31189], [5.20622, 0.24672, 1.68185], [4.89221, -0.43467, 3.20752], [-2.81696, 6.21338, -1.44124], [-2.58754, 5.15231, -2.53391], [-1.47479, 4.02316, -2.28717], [-0.13030, 4.69016, -2.15935], [0.95317, 3.89378, -1.61139], [1.03925, 2.62053, -2.46650], [2.48639, 2.14611, -2.36528], [3.35053, 3.45251, -1.97836], [2.29959, 4.56719, -1.92461], [0.84381, 3.59390, -0.20428], [0.87209, 4.82377, 0.70532], [0.50869, 4.38698, 2.15729], [-2.88201, 5.61163, -0.48911], [-3.79852, 6.68986, -1.59786], [-2.02715, 6.93887, -1.45420], [-2.35928, 5.64546, -3.48128], [-3.47891, 4.60971, -2.74817], [-1.42921, 3.23273, -3.03473], [-1.77161, 3.53128, -1.34099], [-0.21535, 5.58406, -1.63277], [0.16333, 4.97822, -3.16844], [0.32671, 1.84626, -2.17939], [0.87199, 2.97095, -3.52308], [2.57057, 1.41337, -1.59817], [2.84913, 1.80149, -3.29655], [3.75873, 3.22131, -0.97617], [4.23187, 3.70461, -2.59484], [2.53206, 5.27861, -1.15727], [2.20837, 5.12712, -2.86643], [1.69873, 2.93502, 0.01439], [-0.12387, 3.05992, 0.00692], [0.16447, 5.63565, 0.37059], [1.88166, 5.29183, 0.70737], [1.12522, 3.50810, 2.25951], [-0.56359, 4.11040, 2.17557], [0.81645, 5.14253, 2.88681], [-1.00472, -0.77183, 0.70889], [-0.27062, -0.02534, -0.26294], [-0.95287, 0.91634, -0.74972], [0.85895, -0.37161, -0.56002], [-0.41259, -1.51057, 1.01333]],
  "atomic_forces_ev_per_a": [[0.275, -0.156, 0.789], [-2.148, 2.066, -0.674], [1.098, -2.186, 1.263], [-0.370, 1.968, -0.285], [-1.193, -0.996, 0.056], [-0.108, 1.450, 0.924], [0.602, -1.740, -1.885], [-2.071, 0.076, -0.306], [0.703, 0.465, 0.987], [-0.579, 0.648, -0.512], [-1.557, 0.357, -0.516], [3.032, -2.662, -0.726], [0.071, 0.191, -0.295], [-0.006, -0.145, -0.640], [0.521, -0.551, 0.425], [0.719, -0.478, 0.943], [0.875, 0.223, -0.815], [-0.418, 0.268, -0.373], [-0.641, 0.031, -0.271], [0.709, 0.037, 0.229], [0.228, -0.586, -0.134], [0.669, -0.182, -0.534], [-0.810, 0.379, -0.490], [-0.065, 0.367, 0.186], [-0.167, -0.206, 0.251], [-0.007, -0.652, 0.165], [0.548, 0.276, 0.447], [-0.086, 0.035, -0.322], [0.366, 0.441, -0.104], [0.427, 0.220, 0.276], [1.027, -0.612, 0.065], [0.542, 0.229, 0.174], [0.178, 0.206, 0.475], [-1.229, 0.405, -0.221], [-0.608, 0.852, 1.153], [-0.706, 0.174, 0.294], [1.686, -0.324, -0.350], [-0.477, -1.788, 0.431], [-1.234, -0.897, -1.207], [2.198, 0.623, 1.161], [0.914, -0.897, 1.489], [0.646, 0.906, -0.279], [-2.087, 1.145, 1.300], [1.399, -0.205, -0.472], [-1.317, -0.787, -0.118], [-1.203, 0.673, 1.144], [0.942, -1.175, -0.893], [0.651, 0.546, -0.095], [-0.236, 0.610, -0.310], [-0.565, 0.908, 0.123], [-0.714, -0.557, 0.199], [-0.443, 0.112, 0.325], [0.475, 0.490, -0.168], [0.138, 0.101, 0.731], [-0.400, 0.584, 0.307], [-0.423, 0.595, -1.114], [0.211, 0.244, 0.072], [-0.334, -0.878, -0.110], [0.612, 0.291, -0.806], [-0.266, -0.087, -0.259], [0.061, -0.200, 0.084], [-0.296, 0.461, -0.319], [0.753, -0.185, -0.171], [0.366, 0.206, -0.182], [-0.146, 0.234, -0.336], [0.509, -0.782, -0.061], [0.226, 0.133, -0.831], [-0.028, -0.210, -0.027], [-1.137, -0.451, 0.692], [-0.486, 0.266, 0.000], [0.161, 0.368, -0.283], [-0.226, -0.019, 0.313], [-0.655, -2.215, 0.316], [1.356, -0.618, -0.899], [-1.292, 0.951, 1.446], [-0.924, -0.047, -1.587], [1.344, -0.624, -2.378], [0.931, 0.272, -1.243], [0.535, 2.284, 0.443], [-0.750, -1.220, 0.668], [0.346, -0.226, -0.130], [-0.879, -0.344, 1.961], [-0.093, 1.301, 0.346], [0.173, 0.167, -1.600], [0.210, 1.102, -0.479], [0.544, -0.033, 0.059], [0.270, 0.446, 0.398], [0.122, 0.102, -0.069], [-0.894, -0.368, 0.066], [-0.407, 0.252, -0.200], [0.261, 0.051, -0.317], [-0.049, 1.449, 1.130], [0.192, 0.000, -0.037], [-0.203, 0.378, 0.304], [-0.098, -0.307, 1.068], [0.212, -0.723, 0.428], [0.111, -0.772, -0.913], [-0.153, 0.532, -0.345], [-0.753, -0.238, -0.056], [-0.131, 0.403, 0.317], [-0.122, -0.476, 0.223], [-0.505, 0.050, 0.224], [1.077, 0.110, -0.579], [0.620, -0.898, 0.199], [-0.607, -0.310, 0.110], [-0.011, -0.530, 0.833], [0.613, 0.225, 0.412], [-0.427, -0.231, -0.111], [1.559, -1.121, 0.123], [-2.637, 1.548, -0.658], [0.381, -0.768, 0.743], [1.662, -0.931, 0.234], [-0.683, 1.105, -0.427]],
  "charge": 2,
  "orbital_gap_ev": 9.5,
  "largest_force_ev_per_a": 4.10,
  "multiplicity": 1,
  "e_tot_ha": -1728.7263
}

Entry 2:
{
  "formula": "C34H74BrClN3O8P2S",
  "method": "ωB97M-V/def2-TZVPD",
  "elements": ["C", "C", "C", "C", "C", "C", "C", "C", "C", "C", "C", "C", "C", "O", "C", "N", "C", "C", "C", "C", "O", "C", "P", "O", "Br", "N", "C", "S", "C", "C", "P", "O", "Cl", "C", "C", "C", "C", "N", "H", "H", "H", "H", "H", "H", "H", "H", "H", "H", "H", "H", "H", "H", "H", "H", "H", "H", "H", "H", "H", "H", "H", "H", "H", "H", "H", "H", "H", "H", "H", "H", "H", "H", "H", "H", "H", "H", "H", "H", "H", "H", "H", "H", "H", "H", "H", "H", "H", "H", "C", "C", "O", "H", "H", "H", "H", "H", "H", "C", "C", "O", "H", "H", "H", "H", "H", "H", "C", "C", "O", "H", "H", "H", "H", "H", "H", "C", "C", "O", "H", "H", "H", "H", "H", "H"],
  "positions_angstrom": [[4.98019, -3.38686, 0.77455], [4.10076, -3.29838, -0.00750], [3.02162, -2.94470, -1.04378], [1.64558, -3.64452, -0.84765], [0.47608, -3.00858, -0.02016], [0.75558, -1.74298, 0.86464], [1.11258, -0.56203, -0.14753], [0.54734, -0.67805, -1.59556], [-1.03171, -0.47964, -1.61735], [-1.37717, 1.05102, -1.68516], [-2.36062, 1.53110, -0.53787], [-3.86923, 1.48078, -0.99047], [-4.15609, 2.57893, -2.09729], [-4.38235, 1.87396, -3.32059], [-3.85746, 2.55167, -4.47380], [1.85785, -2.24696, 1.71757], [1.46712, -2.86734, 2.97830], [2.38592, -4.12037, 3.27963], [2.02613, -5.44417, 2.53599], [1.78440, -6.56872, 3.64356], [3.17743, -5.86253, 1.78909], [-0.07822, -3.12224, 3.25893], [-0.09766, -3.65350, 5.08617], [-1.63622, -4.25398, 5.44975], [0.21375, -1.85416, 6.46138], [-1.09542, -2.16764, 2.68243], [-2.09805, -2.97987, 1.92161], [-3.41211, -2.08423, 1.00432], [-4.42102, -3.49688, 0.34771], [-3.95870, -3.95877, -1.07279], [-2.16100, -1.27103, 3.93135], [-2.80258, 0.06618, 3.13940], [-3.92016, -2.26421, 4.43464], [-0.30636, -1.16515, 1.85482], [0.22212, -0.00872, 2.83521], [1.60182, 0.68680, 2.59088], [1.80440, 1.99619, 1.73699], [2.66976, 0.31230, 3.17744], [5.70122, -3.68636, 1.54060], [3.44956, -3.38446, -1.98629], [3.03755, -1.85400, -1.22842], [1.88115, -4.69895, -0.55053], [1.23583, -3.78228, -1.88650], [-0.46622, -2.98307, -0.63019], [0.26924, -3.83567, 0.71804], [2.19644, -0.30282, -0.11712], [0.55942, 0.34101, 0.23030], [0.89280, -1.52830, -2.21592], [0.92720, 0.23288, -2.13162], [-1.53875, -1.02030, -0.79163], [-1.37820, -0.91639, -2.59045], [-1.86565, 1.35451, -2.64349], [-0.47678, 1.71383, -1.59669], [-2.17070, 1.04745, 0.44909], [-2.13090, 2.62310, -0.39594], [-4.55300, 1.69518, -0.13943], [-4.02358, 0.48637, -1.46458], [-5.07370, 3.17741, -1.85668], [-3.30640, 3.30815, -2.15824], [-4.68618, 2.63370, -5.21702], [-3.03552, 1.96622, -4.95930], [-3.46727, 3.57346, -4.27819], [2.71003, -1.70528, 1.70053], [1.75724, -2.15978, 3.80089], [2.50868, -4.28794, 4.37775], [3.40634, -3.81402, 2.93166], [1.09869, -5.43772, 1.91641], [1.12261, -7.34596, 3.18237], [2.73327, -7.06447, 3.94126], [1.22368, -6.15136, 4.51690], [2.93595, -6.68810, 1.33696], [-0.28026, -4.11443, 2.76505], [-2.07128, -3.64522, 6.07713], [-2.48052, -3.75186, 2.64920], [-1.69046, -3.66966, 1.14601], [-4.20401, -4.34581, 1.05005], [-5.50875, -3.30276, 0.44216], [-3.13111, -4.71064, -1.04544], [-4.79562, -4.45796, -1.62215], [-3.59247, -3.10065, -1.68077], [-3.36448, 0.51342, 3.80664], [-1.05412, -0.61081, 1.22675], [-0.49065, 0.85350, 2.86036], [0.37896, -0.40753, 3.87536], [2.67342, 1.76723, 1.07771], [2.14827, 2.80202, 2.41712], [0.89287, 2.27120, 1.16432], [2.46702, -0.46661, 3.80837], [-0.69146, 5.16867, -5.72587], [-0.63871, 3.89465, -6.54828], [-1.95289, 3.45925, -6.87844], [-1.26206, 5.00787, -4.80852], [0.31315, 5.50583, -5.46176], [-1.19424, 5.96548, -6.27957], [-0.15554, 3.09550, -5.98442], [-0.07606, 4.05300, -7.47389], [-2.37542, 4.16324, -7.38466], [4.68558, 5.81270, 1.87017], [4.72748, 4.51760, 1.08225], [3.40488, 4.05891, 0.80148], [4.14406, 5.67245, 2.80792], [5.69340, 6.16608, 2.09510], [4.15894, 6.58956, 1.30954], [5.23430, 3.73948, 1.65282], [5.26070, 4.65510, 0.13680], [2.96246, 4.74546, 0.28793], [-6.74327, 5.68531, -4.25085], [-5.39574, 6.10609, -4.80566], [-4.94263, 5.17014, -5.77973], [-6.67732, 4.69328, -3.79862], [-7.09467, 6.39342, -3.49779], [-7.48777, 5.62438, -5.04877], [-4.65015, 6.14500, -4.01014], [-5.45808, 7.09576, -5.26903], [-5.59815, 5.14432, -6.48696], [6.57103, 0.02722, 2.70812], [6.04254, 0.97365, 1.64812], [5.96463, 0.31733, 0.38606], [7.55965, -0.34361, 2.43042], [6.64063, 0.52478, 3.67758], [5.91747, -0.84434, 2.80712], [6.70702, 1.83153, 1.53596], [5.04622, 1.34007, 1.91846], [5.36950, -0.43638, 0.48717]],
  "atomic_forces_ev_per_a": [[2.320, -0.983, 2.411], [-3.151, 1.569, -2.594], [1.829, -1.171, 0.047], [0.041, 0.064, -1.351], [-1.467, -1.736, 1.280], [1.317, -0.782, -0.520], [-0.581, 0.596, 0.684], [-0.361, 0.972, -0.114], [0.885, 0.190, -1.536], [-0.728, 0.582, 1.220], [-0.094, 1.189, -0.700], [0.730, 0.686, -0.085], [-0.256, -0.755, 0.493], [0.961, 1.037, 0.060], [-0.253, -0.268, -1.073], [-1.182, -0.133, -0.729], [1.282, 1.119, 1.436], [0.166, 0.262, -0.697], [0.665, -1.380, 2.146], [-1.071, 0.090, -0.823], [-0.895, 0.199, -0.437], [0.336, -1.372, 0.248], [0.025, -1.281, 0.889], [1.165, 1.672, -0.295], [-0.321, -0.403, -0.660], [-0.477, -0.153, -2.351], [-0.741, -2.923, -1.266], [-0.450, 0.316, 0.208], [1.121, -1.529, 0.322], [-0.121, 0.011, -0.361], [-0.444, 2.313, 2.412], [0.732, -1.669, 0.346], [0.323, -0.109, -0.656], [-1.208, 2.560, -1.503], [0.974, 0.383, 0.355], [0.674, 0.787, -0.535], [-0.207, -1.505, 0.509], [-0.692, -0.077, 0.159], [-0.539, 0.463, -0.851], [-0.467, 0.426, 0.663], [-0.287, -0.644, 0.314], [-0.333, 1.018, 0.247], [0.330, 0.253, 0.852], [0.899, 0.395, 0.296], [0.000, 0.796, -0.550], [-0.760, -0.320, 0.001], [0.812, -0.570, -0.241], [-0.252, 0.217, 0.716], [-0.081, -0.861, 0.405], [0.218, 0.484, -0.530], [0.107, 0.070, 0.952], [0.461, -0.532, 0.574], [-0.431, -0.879, -0.103], [-0.181, 0.047, -0.704], [-0.170, -0.875, 0.191], [0.462, -0.596, -0.423], [-0.440, 0.634, 0.477], [0.647, -0.455, -0.020], [-0.516, -0.666, -0.136], [0.742, 0.083, 0.523], [-0.597, 0.330, 0.550], [-0.388, -0.644, 0.076], [-0.113, -0.076, 0.484], [-0.168, -0.423, -0.329], [-0.395, 0.062, -0.899], [-0.923, -0.169, 0.082], [0.671, 0.501, 0.104], [0.571, 0.368, 0.472], [-0.568, 0.641, -0.080], [0.602, -0.442, -0.569], [0.246, 0.282, 0.190], [-0.168, 0.824, 0.566], [-0.167, -0.372, -0.286], [-0.135, 1.165, -0.296], [0.651, 0.959, 0.651], [-0.427, 0.703, -0.427], [0.849, 0.383, -0.151], [-0.575, 0.662, 0.251], [0.591, 0.498, 0.478], [-0.424, -0.545, 0.382], [0.177, -0.145, -0.414], [0.301, -0.876, 0.543], [0.209, -1.059, 0.041], [-0.570, 0.244, -0.831], [-0.873, 0.421, 0.277], [-0.489, -0.509, -0.487], [0.712, 0.034, 0.306], [0.244, -0.008, -0.071], [0.069, 0.023, 0.095], [-0.270, 0.349, -0.151], [0.041, -0.199, -0.002], [0.056, -0.048, -0.017], [-0.036, 0.045, -0.012], [0.091, 0.002, -0.026], [-0.126, -0.075, -0.077], [0.183, -0.012, 0.103], [-0.028, -0.091, 0.125], [0.006, 0.004, 0.078], [-0.134, 0.406, -0.121], [0.076, 0.092, -0.117], [0.082, -0.045, -0.006], [-0.045, 0.041, -0.011], [0.112, 0.017, -0.040], [-0.164, -0.062, -0.081], [0.156, -0.032, 0.084], [0.088, -0.069, 0.050], [-0.011, -0.029, 0.118], [-0.358, -0.079, -0.271], [0.170, 0.065, -0.093], [0.053, 0.054, 0.025], [-0.046, -0.022, -0.039], [-0.005, 0.109, 0.031], [0.087, -0.076, -0.131], [0.014, 0.090, 0.182], [0.080, 0.003, 0.086], [0.100, 0.020, 0.072], [-0.223, -0.356, 0.063], [-0.057, 0.116, -0.169], [-0.011, 0.089, 0.003], [-0.026, -0.061, 0.005], [-0.082, 0.082, 0.058], [0.000, -0.081, -0.167], [0.082, 0.076, 0.169], [0.166, -0.008, -0.022]],
  "charge": 1,
  "orbital_gap_ev": 7.8,
  "largest_force_ev_per_a": 4.37,
  "multiplicity": 1,
  "e_tot_ha": -6220.6913
}